1.
Density functional theory data (wB97M-V/def2-TZVPD) for a 6-piece molecular cluster, C43H53BN6O13 overall in a non-equilibrium geometry.

Properties
- Kohn-Sham gap: 0.286 Eh
- Net charge: 0

Element x y z (Å)
C  2.5606  -2.2273  -3.3592
O  3.5486  -1.4742  -4.0212
C  3.1996  -1.0777  -5.3399
C  1.7780  -0.5670  -5.5087
C  1.6052  0.2728  -6.7719
C  0.1325  0.4086  -7.1991
C  -0.5475  1.6674  -6.6259
C  -1.3001  1.4005  -5.3164
C  -2.6544  2.1231  -5.2271
C  -3.7186  1.3482  -4.4541
B  -4.2889  0.0245  -5.0803
C  -3.6815  -0.7830  -6.3167
N  -3.3519  0.0399  -7.4907
C  -5.5763  -0.5912  -4.3767
C  -5.4229  -2.1217  -4.1779
C  -6.1969  -2.9742  -5.1605
O  -5.8242  -4.0927  -5.5030
O  -7.3560  -2.4217  -5.6562
H  2.0725  -2.9432  -4.0239
H  1.8118  -1.5899  -2.8875
H  3.0399  -2.8081  -2.5745
H  3.3873  -1.9238  -6.0097
H  3.8824  -0.2718  -5.6040
H  1.0803  -1.4028  -5.5458
H  1.5134  0.0312  -4.6357
H  2.0007  1.2677  -6.5674
H  2.1876  -0.1222  -7.6053
H  -0.4257  -0.4569  -6.8396
H  0.0722  0.3719  -8.2861
H  0.2223  2.4212  -6.4594
H  -1.2076  2.0848  -7.3835
H  -1.4231  0.3286  -5.1650
H  -0.6903  1.7382  -4.4848
H  -2.4864  3.0997  -4.7747
H  -2.9890  2.3113  -6.2442
H  -3.3342  1.0889  -3.4606
H  -4.5780  2.0036  -4.2769
H  -2.8197  -1.3620  -5.9815
H  -4.4194  -1.5431  -6.6099
H  -4.1592  0.1882  -8.0710
H  -2.5987  -0.3450  -8.0372
H  -5.6266  -0.1476  -3.3829
H  -6.4728  -0.3601  -4.9448
H  -4.3852  -2.4352  -4.2163
H  -5.7978  -2.4006  -3.1919
H  -7.3028  -2.4330  -6.6158
C  2.4274  5.2928  -0.9173
C  2.6876  3.9480  -0.6924
C  1.7508  2.9905  -1.0444
C  0.5633  3.4006  -1.6231
C  0.2835  4.7350  -1.8516
C  1.2261  5.6852  -1.4929
N  -0.4248  2.3880  -2.0172
O  -0.1636  1.2236  -1.7922
O  -1.4411  2.7683  -2.5599
H  3.1647  6.0351  -0.6420
H  3.6215  3.6473  -0.2428
H  1.9470  1.9428  -0.8715
H  -0.6517  5.0330  -2.3015
H  1.0235  6.7332  -1.6651
C  5.3442  0.1782  3.9719
C  6.5674  0.7941  3.7449
C  6.6166  2.0438  3.1530
C  5.4317  2.6634  2.7991
C  4.2052  2.0622  3.0103
C  4.1659  0.8097  3.6008
N  5.4753  4.0001  2.1944
O  6.5627  4.5004  2.0005
O  4.4158  4.5289  1.9215
H  5.3099  -0.7956  4.4417
H  7.4850  0.3016  4.0344
H  7.5673  2.5249  2.9773
H  3.2907  2.5603  2.7241
H  3.2134  0.3292  3.7756
C  -6.1037  -5.1268  1.3961
C  -6.4484  -4.4680  0.2220
C  -6.3171  -3.0922  0.1365
C  -5.8364  -2.3979  1.2306
C  -5.4936  -3.0369  2.4077
C  -5.6303  -4.4143  2.4906
N  -5.6761  -0.9389  1.1313
O  -6.0021  -0.4052  0.0910
O  -5.2260  -0.3535  2.0934
H  -6.2036  -6.2028  1.4587
H  -6.8173  -5.0260  -0.6278
H  -6.5862  -2.5759  -0.7727
H  -5.1218  -2.4745  3.2512
H  -5.3637  -4.9316  3.4067
C  -2.9065  -6.6696  9.4683
C  -2.0866  -5.8816  8.6713
C  -2.4696  -5.5675  7.3781
C  -3.6765  -6.0493  6.9058
C  -4.5042  -6.8398  7.6815
C  -4.1113  -7.1505  8.9727
N  -4.0958  -5.7014  5.5409
O  -3.3439  -5.0245  4.8758
O  -5.1780  -6.1157  5.1636
H  -2.6059  -6.9090  10.4796
H  -1.1486  -5.5092  9.0584
H  -1.8370  -4.9555  6.7529
H  -5.4407  -7.2081  7.2907
H  -4.7469  -7.7658  9.5938
C  9.5556  6.1031  7.7093
C  9.8171  4.7591  7.9409
C  8.8825  3.7991  7.5893
C  7.6969  4.2058  7.0057
C  7.4158  5.5390  6.7720
C  8.3556  6.4920  7.1290
N  6.7098  3.1901  6.6106
O  6.9725  2.0275  6.8400
O  5.6926  3.5750  6.0742
H  10.2900  6.8497  7.9808
H  10.7513  4.4579  8.3938
H  9.0789  2.7525  7.7667
H  6.4821  5.8342  6.3174
H  8.1526  7.5387  6.9511

=====

2.
Density functional theory data (wB97M-V/def2-TZVPD) for C43H53BrClN11 as an isolated structure in a non-equilibrium geometry.

Properties
- Kohn-Sham gap: 0.263 Eh
- Net charge: 0

Element x y z (Å)
C  6.4422  -2.2465  -2.4035
C  5.0095  -2.3936  -2.9605
C  4.0194  -3.1186  -2.0374
Cl  2.7617  -3.9671  -3.0137
C  3.2545  -2.2415  -0.9975
Br  4.5170  -1.3163  0.1642
C  2.5287  -3.1534  -0.0801
N  2.0425  -3.8685  0.6603
C  2.2542  -1.2526  -1.6936
C  2.6014  0.1765  -1.5905
N  2.8345  1.2907  -1.5122
H  6.6346  -2.9682  -1.5985
H  7.1762  -2.3787  -3.2041
H  6.5983  -1.2537  -1.9646
H  5.0665  -3.0098  -3.8687
H  4.6023  -1.4223  -3.2817
H  4.5367  -3.9248  -1.4999
H  2.1807  -1.5073  -2.7567
H  1.2482  -1.3672  -1.2641
N  0.8426  3.7587  1.4785
C  -0.0511  4.7913  1.4838
C  -0.2991  5.1378  0.1826
C  0.4663  4.2609  -0.6392
C  1.1646  3.4198  0.1917
H  1.2021  3.3075  2.3009
H  -0.4333  5.1856  2.4101
H  -0.9589  5.9263  -0.1424
H  0.5074  4.2571  -1.7165
H  1.8609  2.6271  -0.0176
N  0.6116  9.0650  4.7440
C  1.9672  9.1198  4.9197
C  2.5336  8.1742  4.1075
C  1.4763  7.5225  3.4154
C  0.3031  8.0958  3.8294
H  -0.0560  9.6472  5.2157
H  2.4111  9.8243  5.6020
H  3.5878  7.9718  4.0180
H  1.5669  6.7285  2.6928
H  -0.7185  7.8997  3.5506
N  -2.9768  -3.6481  2.9225
C  -3.3167  -2.6101  2.0990
C  -2.2395  -2.3416  1.2971
C  -1.2065  -3.2543  1.6525
C  -1.6942  -4.0464  2.6604
H  -3.5778  -4.0600  3.6141
H  -4.2894  -2.1518  2.1519
H  -2.1983  -1.5743  0.5414
H  -0.2197  -3.3293  1.2256
H  -1.2430  -4.8604  3.2026
N  0.8758  7.5590  -2.2853
C  -0.0160  8.5947  -2.2749
C  -0.2637  8.9485  -3.5752
C  0.5114  8.0898  -4.4015
C  1.2030  7.2441  -3.5746
H  1.2346  7.0967  -1.4676
H  -0.3970  8.9898  -1.3485
H  -0.9259  9.7343  -3.8984
H  0.5556  8.0932  -5.4779
H  1.8953  6.4491  -3.7933
N  1.5922  -8.0725  -1.3429
C  2.1534  -7.5650  -2.4823
C  2.5808  -8.6187  -3.2465
C  2.2635  -9.8095  -2.5376
C  1.6553  -9.4384  -1.3677
H  1.1975  -7.5236  -0.6004
H  2.2015  -6.5038  -2.6502
H  3.0695  -8.5447  -4.2044
H  2.4609  -10.8212  -2.8505
H  1.2640  -10.0279  -0.5564
N  -2.7621  2.7344  0.6716
C  -3.3418  1.6122  1.1894
C  -4.6686  1.8814  1.3937
C  -4.9007  3.2199  0.9749
C  -3.7035  3.7155  0.5279
H  -1.7889  2.8355  0.4325
H  -2.7678  0.7192  1.3708
H  -5.3958  1.1973  1.7994
H  -5.8364  3.7534  0.9959
H  -3.4406  4.6792  0.1270
N  -1.9937  -1.6241  3.4493
C  -1.4384  -0.4283  3.8098
C  -1.7836  -0.1737  5.1109
C  -2.5782  -1.2654  5.5545
C  -2.6897  -2.1412  4.5055
H  -1.9097  -2.0543  2.5402
H  -0.8525  0.1406  3.1076
H  -1.5045  0.6980  5.6792
H  -3.0198  -1.3910  6.5292
H  -3.2032  -3.0841  4.4241
N  -7.6155  -0.6472  2.6754
C  -8.9766  -0.7881  2.6388
C  -9.4378  -0.7094  3.9252
C  -8.3100  -0.5126  4.7694
C  -7.2000  -0.4779  3.9689
H  -7.0093  -0.6606  1.8756
H  -9.4974  -0.9291  1.7072
H  -10.4688  -0.7824  4.2287
H  -8.3146  -0.4061  5.8413
H  -6.1574  -0.3455  4.2067
N  4.0626  -5.1805  -6.2049
C  5.3141  -4.8836  -6.6722
C  5.6277  -5.7981  -7.6419
C  4.5205  -6.6813  -7.7637
C  3.5717  -6.2737  -6.8641
H  3.5794  -4.6766  -5.4834
H  5.8728  -4.0503  -6.2805
H  6.5470  -5.8313  -8.2023
H  4.4321  -7.5192  -8.4348
H  2.5950  -6.6670  -6.6380

=====

3.
Density functional theory data (wB97M-V/def2-TZVPD) for C43H53BrN3O5PPbS3 as an isolated structure in a non-equilibrium geometry.

Properties
- Kohn-Sham gap: 0.114 Eh
- ΔE to the lowest compared entry with this formula, charge and spin: 55.40 kcal/mol
- Net charge: +2

Element x y z (Å)
Pb  1.0043  0.3173  0.6426
O  2.0234  -0.2775  6.7710
C  0.7640  -0.5769  6.5305
O  -0.0171  -0.8987  7.3859
C  0.2863  -0.5065  5.1090
C  -1.0201  -0.7957  4.7771
N  -1.1381  -0.6385  3.4499
N  0.0149  -0.2526  2.8868
C  0.8903  -0.1733  3.8817
C  2.2951  0.2272  3.5394
O  3.1281  0.3097  4.4328
O  2.5280  0.4426  2.2965
H  2.5162  -0.0387  5.9453
H  -1.8365  -1.0964  5.4132
H  -1.9666  -0.7415  2.8900
C  -6.7935  -0.0292  -3.7456
C  -6.6831  -0.4885  -2.2663
C  -7.5038  0.4572  -1.3881
C  -7.2532  -1.9228  -2.1274
C  -5.2359  -0.5136  -1.9161
C  -4.7091  0.3207  -0.8883
C  -3.3923  0.2753  -0.6055
Br  -2.6310  1.2248  0.7830
C  -2.4437  -0.6389  -1.3599
O  -1.2632  -0.5962  -1.1089
C  -3.0493  -1.5371  -2.4223
C  -4.3753  -1.4138  -2.6400
C  -2.1691  -2.5012  -3.1785
C  -1.6375  -3.5485  -2.1752
C  -2.9479  -3.2477  -4.2650
C  -1.0144  -1.7507  -3.8766
H  -7.8498  -0.0226  -4.0126
H  -6.2757  -0.6987  -4.4309
H  -6.3978  0.9781  -3.8784
H  -8.5447  0.4172  -1.7050
H  -7.1767  1.4940  -1.4830
H  -7.4723  0.1692  -0.3359
H  -8.3123  -1.8878  -2.3801
H  -7.1569  -2.2897  -1.1051
H  -6.7749  -2.6347  -2.7978
H  -5.3616  0.9749  -0.3303
H  -4.8373  -2.0180  -3.4044
H  -2.4514  -4.1843  -1.8232
H  -1.1651  -3.0975  -1.3037
H  -0.9095  -4.1876  -2.6770
H  -3.7642  -3.8446  -3.8543
H  -2.2686  -3.9342  -4.7696
H  -3.3483  -2.5695  -5.0210
H  -0.4082  -1.1655  -3.1910
H  -1.4058  -1.0765  -4.6408
H  -0.3744  -2.4797  -4.3751
C  1.8005  4.3101  4.2604
C  2.3092  4.7749  2.8854
S  1.9476  3.6863  1.4740
C  0.3888  4.3307  0.8228
C  -0.7315  4.5224  1.8314
S  -1.0308  3.0305  2.8289
C  -1.8072  3.7501  4.3021
C  -0.8128  4.1461  5.3906
S  0.4593  5.3527  4.9320
H  2.6193  4.3467  4.9771
H  1.4428  3.2847  4.2071
H  3.3977  4.8233  2.8952
H  1.9504  5.7749  2.6370
H  0.1098  3.5993  0.0568
H  0.5684  5.2799  0.3156
H  -1.6461  4.8005  1.3037
H  -0.4824  5.3168  2.5314
H  -2.4702  2.9765  4.6950
H  -2.4283  4.5906  3.9931
H  -0.3196  3.2658  5.8043
H  -1.3648  4.6204  6.2039
C  5.3633  1.3909  0.3102
P  3.8634  0.7321  -0.4699
C  4.1139  -1.0502  -0.6066
C  2.9008  -2.4190  1.2315
C  2.8557  -3.9241  1.3342
C  2.6693  -4.6029  0.2163
C  3.9559  -3.2651  -1.6284
C  3.9334  -1.7477  -1.7221
C  3.7380  1.3806  -2.1581
C  2.5879  1.0941  -2.8950
C  2.4272  1.5902  -4.1777
C  3.4088  2.4017  -4.7338
C  4.5496  2.7025  -4.0060
C  4.7113  2.2005  -2.7211
H  6.2562  1.0240  -0.1962
H  5.3754  1.0713  1.3518
H  5.3385  2.4791  0.2830
H  2.7386  -1.9688  2.2050
H  2.9702  -4.3918  2.3027
H  2.6077  -5.6820  0.1785
H  4.0759  -3.6875  -2.6233
H  3.7759  -1.2756  -2.6849
H  1.8078  0.4703  -2.4644
H  1.5359  1.3527  -4.7445
H  3.2802  2.8027  -5.7302
H  5.3177  3.3309  -4.4370
H  5.6059  2.4491  -2.1643
C  5.1154  -3.6539  -0.7382
C  5.2805  -2.9667  0.3785
C  4.2957  -1.8507  0.6829
N  1.8027  -1.9614  0.3577
C  1.6704  -2.6105  -0.7277
C  2.5461  -3.7984  -1.0584
H  5.7617  -4.4722  -1.0265
H  6.0797  -3.1698  1.0791
H  4.6830  -1.2176  1.4798
H  0.9079  -2.2831  -1.4325
H  2.0783  -4.3897  -1.8441